No. 1
ORCA calculation (the ωB97M-V functional and the def2-TZVPD basis) on a 15-piece molecular cluster, C3H36O14 overall in a non-equilibrium geometry.

Multiplicity = 1
Net charge = 0
HOMO energy = -10.08 eV
Kohn-Sham gap = 9.8 eV
F_max = 7.2 eV/Å
DFT total energy = -32357.1508 eV

Geometry as XYZ:
```
53
Properties=species:S:1:pos:R:3:forces:R:3
C 3.640 0.543 -1.097 1.648 2.322 -5.973
C 3.263 1.751 -0.320 -0.372 0.805 2.144
C 3.313 1.242 1.144 -0.668 2.316 -0.075
H 4.645 0.634 -1.693 -1.138 -0.261 1.729
H 3.025 0.626 -2.031 -0.043 -0.736 0.552
H 3.535 -0.419 -0.724 -0.187 -1.402 1.159
H 2.184 2.078 -0.568 1.988 -0.133 0.397
H 4.032 2.629 -0.296 -1.522 -1.446 -0.772
H 3.122 2.161 1.753 0.254 -1.023 0.247
H 2.538 0.506 1.362 0.222 0.148 -0.101
H 4.326 0.874 1.278 -0.019 -0.215 0.537
H 0.037 -0.718 -2.493 -0.305 1.299 -0.098
H 0.379 -0.591 -3.900 -0.441 2.167 1.343
O 0.110 0.038 -3.134 1.332 -2.795 -1.764
H -2.548 0.028 -1.673 -1.917 3.799 4.291
H -1.817 0.077 -3.010 0.270 0.720 -0.091
O -2.253 -0.440 -2.353 1.118 -4.822 -4.377
H -3.338 1.468 1.878 -0.374 0.322 -0.053
H -4.139 0.495 2.643 -0.842 -3.442 0.302
O -3.997 1.389 2.583 0.936 3.025 -0.317
H -0.236 2.585 1.414 0.058 -0.703 -0.319
H 0.154 3.673 0.581 0.337 2.026 -0.522
O 0.179 2.742 0.540 -0.450 -1.285 0.496
H -0.986 3.055 -1.966 0.008 -0.871 -1.015
H -1.050 2.007 -3.118 3.571 -3.344 -2.588
O -1.521 2.571 -2.631 -3.129 4.543 3.419
H -1.681 1.800 3.431 0.718 2.131 -2.290
H -1.456 3.367 3.167 -0.117 -1.414 -0.843
O -1.449 2.498 2.673 -0.591 -0.457 3.463
H 1.640 -2.234 2.809 0.851 2.054 0.014
H 2.531 -1.299 1.908 -0.669 0.060 1.357
O 2.043 -1.299 2.779 -0.429 -2.296 -1.256
H -2.775 -1.762 -0.181 -1.549 -1.250 -2.681
H -3.616 -1.995 -1.626 0.001 1.563 -1.497
O -3.340 -2.358 -0.822 1.418 -0.788 4.216
H -1.286 -1.365 1.579 0.783 0.007 4.578
H -0.497 -1.647 0.317 4.228 -0.970 -1.502
O -1.277 -1.433 0.687 -4.892 1.134 -3.068
H 2.105 -3.048 -0.706 0.209 0.240 -0.214
H 2.342 -2.137 -2.005 0.259 -0.498 1.257
O 2.719 -2.443 -1.141 0.142 0.183 -0.400
H -1.221 0.228 2.397 1.100 -0.171 0.514
H 0.140 -0.287 3.183 -1.765 0.230 -0.625
O -0.870 -0.285 3.153 0.812 0.076 0.110
H -1.113 -4.679 1.848 -1.914 -6.178 0.647
H -1.442 -3.439 1.050 1.167 -0.848 1.591
O -0.854 -3.850 1.770 0.800 6.773 -2.215
H 0.080 -3.020 -3.351 0.590 0.512 1.240
H 0.838 -3.313 -1.961 -1.003 1.527 -1.883
O 0.576 -2.573 -2.612 -0.306 -2.575 0.203
H -3.461 2.137 -1.299 -0.106 -0.278 -0.093
H -2.207 1.932 -0.527 -0.108 -0.418 -0.010
O -3.062 1.501 -0.691 0.031 0.637 0.837
```
Forces are in eV/Å.

***

No. 2
ORCA calculation (the ωB97M-V functional and the def2-TZVPD basis) on a 14-piece molecular cluster, C3H37N2O14 overall in a non-equilibrium geometry.

Multiplicity = 1
Net charge = +1
HOMO energy = -12.99 eV
Kohn-Sham gap = 10.3 eV
F_max = 7.4 eV/Å
DFT total energy = -35348.1703 eV

Geometry as XYZ:
```
56
Properties=species:S:1:pos:R:3:forces:R:3
N -1.361 2.000 -2.021 -0.748 3.526 3.201
C -0.070 2.542 -1.376 0.597 2.538 0.837
C -0.387 3.860 -0.446 -1.945 -2.375 -2.012
O -1.524 4.442 -1.111 1.355 2.160 -0.975
C 0.498 1.515 -0.392 0.578 -0.377 -3.872
N 0.311 0.200 -1.194 -0.083 1.140 2.705
H -2.180 2.688 -2.100 1.890 -0.593 0.291
H -1.638 1.252 -1.426 -0.610 -1.199 0.656
H -1.159 1.579 -2.852 0.719 -1.752 -3.358
H 0.670 2.858 -2.209 -1.426 -0.714 1.175
H 0.519 4.415 -0.412 0.459 0.898 0.055
H -0.771 3.602 0.550 0.552 -0.208 -0.404
H -1.160 5.078 -1.796 -0.873 -0.917 1.163
H 1.640 1.908 -0.247 -3.016 -1.438 0.263
H -0.324 1.465 0.348 2.192 0.261 0.379
H 1.022 0.072 -1.871 1.062 -0.222 -0.442
H 0.381 -0.488 -0.461 0.509 -0.609 -0.341
H -1.376 -0.077 3.885 2.613 -4.415 0.307
H -1.920 1.054 4.859 0.179 0.259 2.724
O -1.801 0.684 4.032 -2.852 4.098 -3.000
H 2.124 1.791 1.396 0.464 -2.664 -1.514
H 1.645 2.191 2.792 0.610 0.419 -1.224
O 2.049 2.513 1.946 -0.854 2.295 3.249
H -0.063 -2.576 1.526 0.858 0.483 2.027
H -0.426 -2.178 0.167 -0.267 -0.642 0.014
O -0.388 -2.963 0.745 -0.376 -0.122 -2.123
H 3.366 0.217 -0.409 0.187 -0.009 0.471
H 4.061 1.213 -1.277 0.470 0.733 -1.515
O 4.029 0.925 -0.388 -0.477 -0.332 0.819
H -2.292 -2.406 -1.873 0.755 0.431 -0.176
H -2.383 -2.716 -3.296 0.626 0.077 -0.243
O -1.740 -2.322 -2.679 -1.466 -0.925 0.608
H 0.671 -4.077 -0.754 0.894 0.184 -3.426
H 0.441 -3.835 -2.308 -3.847 1.267 -3.000
O 1.081 -4.055 -1.732 2.951 -1.275 6.694
H -3.403 -0.625 0.167 -0.973 -2.771 3.139
H -3.785 0.490 -0.656 -0.254 0.479 -0.286
O -3.057 -0.105 -0.483 1.345 2.231 -2.932
H -2.408 -2.919 1.678 -0.561 0.222 0.427
H -3.450 -1.769 2.329 1.520 -1.296 -0.962
O -2.700 -1.996 1.701 -1.203 1.337 0.662
H -2.037 1.532 2.460 0.802 0.746 -2.558
H -1.639 1.003 1.000 -0.890 0.360 0.731
O -1.810 1.840 1.478 -0.797 -1.366 2.325
H 3.563 -3.894 0.946 -0.484 0.670 -1.038
H 2.848 -3.460 -0.456 0.226 -0.564 0.247
O 3.280 -3.154 0.360 0.353 -1.463 -0.068
H -0.408 -0.688 -3.146 -0.855 -0.180 -0.324
H -1.529 -0.521 -4.304 1.606 0.420 1.213
O -0.785 -0.083 -3.799 -0.883 0.264 -1.350
H 3.472 -0.641 1.442 3.376 1.056 1.858
H 2.909 -1.756 0.562 0.045 0.617 0.955
O 2.731 -0.863 0.979 -3.889 -0.677 -2.073
H 1.974 -1.073 2.896 -0.112 2.321 -4.537
H 2.683 -2.201 3.545 -1.110 1.128 0.391
O 2.004 -1.485 3.683 1.061 -3.516 4.167
```
Forces are in eV/Å.

***

No. 3
ORCA calculation (the ωB97M-V functional and the def2-TZVPD basis) on C3H37NO15S as an isolated structure in a non-equilibrium geometry.

Multiplicity = 1
Net charge = 0
HOMO energy = -9.55 eV
Kohn-Sham gap = 9.5 eV
F_max = 6.2 eV/Å
DFT total energy = -46748.7394 eV

Geometry as XYZ:
```
57
Properties=species:S:1:pos:R:3:forces:R:3
C 0.905 -0.268 -3.020 -0.479 0.419 0.136
O 2.105 -0.916 -2.622 0.171 0.341 0.350
C -0.226 -0.573 -2.013 0.850 -0.031 -0.378
C -1.553 -0.735 -2.724 -0.889 0.642 0.790
S -2.905 -0.813 -1.470 -0.353 -0.431 -0.575
N -0.248 0.371 -0.884 0.724 -0.076 0.078
H 1.060 0.810 -2.991 0.290 0.197 0.042
H 0.630 -0.453 -4.062 0.037 -0.534 0.073
H 2.342 -1.601 -3.239 0.013 -0.202 -0.474
H 0.056 -1.526 -1.561 -0.158 -0.206 -0.149
H -1.633 -1.657 -3.296 0.194 -0.124 0.156
H -1.768 0.071 -3.427 0.048 0.123 0.144
H -2.957 0.477 -1.113 0.265 0.063 -0.121
H -0.120 1.348 -1.159 -0.677 -0.182 -0.278
H 0.619 0.202 -0.383 0.119 -0.026 0.087
H -0.819 3.547 -0.342 -0.758 0.429 0.589
H -1.664 3.938 -1.659 0.051 0.122 0.418
O -0.972 3.380 -1.297 0.275 -0.622 -0.733
H 0.719 3.503 -1.762 0.133 -0.070 -0.266
H 1.116 4.348 -2.885 0.537 0.011 -0.179
O 1.510 3.669 -2.323 -0.612 0.126 0.246
H -2.117 -1.708 1.995 -0.456 -0.511 0.192
H -3.559 -2.162 2.524 0.558 -0.060 -0.253
O -2.700 -1.790 2.777 -0.222 0.292 0.261
H 2.124 2.147 1.677 0.180 0.299 0.488
H 2.363 3.231 0.678 0.105 0.046 0.571
O 2.013 3.093 1.575 0.346 4.653 -0.608
H 0.150 -2.782 2.331 1.076 -0.196 0.514
H 1.556 -3.482 2.617 0.378 -0.572 -0.463
O 0.908 -2.886 2.961 -1.454 0.746 0.220
H -0.816 -2.286 0.127 0.076 -0.477 0.338
H -0.724 -0.923 0.670 0.111 0.042 0.150
O -0.605 -1.850 0.971 -0.440 0.618 -0.886
H 3.414 -0.723 2.928 0.770 0.025 0.327
H 2.164 -1.469 2.665 -0.202 -1.015 0.140
O 3.109 -1.493 2.443 -0.251 0.903 -0.219
H 0.429 3.946 1.248 -0.354 -0.640 1.376
H -1.058 3.693 2.028 1.113 -0.089 -0.641
O -0.551 3.959 1.230 -0.796 0.461 -0.541
H 0.599 -4.408 0.356 -0.628 0.221 0.256
H 1.055 -4.741 -0.950 0.193 -0.015 -0.914
O 0.248 -4.414 -0.545 0.455 -0.048 0.616
H -3.641 2.742 2.721 -0.086 0.250 -0.139
H -2.996 1.405 2.724 0.304 0.804 -0.459
O -2.821 2.325 2.441 0.216 -0.308 0.621
H 2.422 0.149 1.564 0.919 0.394 -0.718
H 1.092 0.536 1.734 -0.961 0.832 0.095
O 1.884 0.947 1.370 -0.574 -6.140 0.136
H 2.823 0.936 -1.299 -0.065 0.304 -0.180
H 2.633 2.497 -1.270 -0.165 0.003 -0.735
O 3.160 1.766 -0.942 0.589 -0.311 0.398
H 3.124 -3.049 -1.631 0.024 -0.041 0.222
H 3.772 -3.723 -0.431 0.284 0.181 0.466
O 3.366 -3.912 -1.271 -0.434 -0.093 -0.556
H -3.996 0.254 0.985 0.301 -0.134 0.101
H -3.851 -0.219 2.476 0.171 -0.435 -0.480
O -4.414 0.255 1.848 -0.863 0.044 0.346
```
Forces are in eV/Å.

***

No. 4
ORCA calculation (the ωB97M-V functional and the def2-TZVPD basis) on a 17-piece molecular cluster, C3H39O17 overall in a non-equilibrium geometry.

Multiplicity = 1
Net charge = -1
HOMO energy = -5.50 eV
Kohn-Sham gap = 7.0 eV
F_max = 4.2 eV/Å
DFT total energy = -38552.7365 eV

Geometry as XYZ:
```
59
Properties=species:S:1:pos:R:3:forces:R:3
C 1.152 -1.519 -1.277 -0.778 0.102 -0.506
C 0.247 -0.239 -1.248 2.468 2.619 2.114
C -0.965 -0.203 -0.301 0.269 -0.259 -0.574
O 1.165 0.716 -0.627 -0.923 -0.162 -1.121
H 2.036 -1.357 -1.921 -0.849 -0.203 -0.178
H 0.557 -2.381 -1.596 0.285 -0.349 -0.411
H 1.653 -1.767 -0.317 -0.892 0.613 -0.137
H -0.058 0.262 -2.235 0.236 -1.650 0.674
H -1.765 -0.405 -0.964 -1.681 -0.632 -0.077
H -1.166 0.754 0.220 0.645 -0.325 -0.923
H -0.856 -0.896 0.516 -0.326 -0.656 -0.029
O 2.758 -3.950 0.391 0.565 0.111 -0.305
H 3.045 -4.724 0.873 -0.117 -0.248 0.163
H 1.848 -4.069 0.129 -0.536 -0.141 0.143
O 0.008 3.097 1.995 -1.585 -1.750 -0.083
H -0.028 3.152 1.031 -0.256 0.093 -0.319
H 0.563 3.788 2.223 1.618 2.170 0.990
O 3.675 0.166 -1.086 1.133 -0.456 0.353
H 3.922 0.356 -1.978 0.243 0.426 -0.874
H 2.722 0.335 -1.043 -1.034 0.436 0.469
O 0.004 3.137 -0.600 0.026 -0.171 0.822
H -0.353 3.106 -1.469 -0.730 0.740 -1.281
H 0.375 2.221 -0.614 0.968 -0.610 0.598
O 1.684 1.916 -3.018 1.423 0.653 -1.850
H 1.022 2.440 -3.461 -0.345 -0.095 0.163
H 1.293 1.439 -2.304 -0.408 -0.382 1.532
O 2.610 -2.059 2.565 1.951 -2.202 -0.331
H 1.871 -1.576 2.276 -1.643 1.825 -0.342
H 2.834 -2.570 1.752 -0.012 0.469 1.005
O -2.860 2.038 1.402 -1.298 0.763 -0.057
H -2.664 1.123 1.558 0.169 -0.938 0.353
H -2.177 2.321 0.813 1.024 0.601 -0.250
O -1.113 2.722 -2.965 0.702 -1.094 0.428
H -1.882 2.209 -2.712 -0.510 -0.183 0.094
H -1.387 3.396 -3.544 -0.685 1.268 -1.098
O -3.064 -0.671 2.113 0.422 -0.044 -0.244
H -3.363 -0.592 2.997 -0.237 0.361 1.743
H -3.887 -0.664 1.632 -0.285 -0.162 -1.237
O 4.788 -2.292 -0.812 0.379 -2.395 0.246
H 4.096 -2.898 -0.463 0.645 0.843 -0.384
H 4.394 -1.439 -0.912 -0.810 1.401 0.142
O -1.039 -2.074 3.245 0.153 -0.864 -0.286
H -0.939 -2.729 2.523 0.424 0.640 0.614
H -1.808 -1.587 2.944 -0.067 0.097 -0.181
O -4.594 -0.586 -0.049 -0.486 -1.459 0.651
H -5.408 -0.213 0.261 -0.797 0.333 0.118
H -4.260 0.046 -0.656 0.932 1.253 -0.942
O 2.802 2.433 0.960 0.311 -0.354 -0.772
H 2.388 1.803 0.340 0.708 -0.126 0.102
H 1.994 2.796 1.289 -0.660 0.463 0.859
O 0.825 0.035 2.056 -1.200 -0.872 -0.965
H 0.112 -0.566 2.377 0.646 0.626 -0.079
H 0.662 0.126 1.064 1.005 0.380 1.559
O -3.603 1.845 -1.670 -0.817 -1.368 -1.793
H -3.471 2.524 -1.044 0.214 1.226 1.533
H -4.414 2.073 -2.158 0.496 -0.015 0.289
O -0.343 -3.421 0.728 0.138 -1.373 2.029
H -1.164 -3.892 0.902 -0.015 -0.164 -0.125
H -0.452 -3.052 -0.113 -0.218 1.193 -2.031
```
Forces are in eV/Å.